Record 1
ORCA calculation (wB97M-V/def2-TZVPD) on 2 unconnected molecules or ions with the total composition C2H7S at a distorted geometry.

Values from the calculation:
Expectation value of S² ... 0.750
Highest occupied orbital energy (spin up / spin down) ... 3.74 / 0.23 eV
Relative energy (zero: lowest compared OMol25 entry of this formula, charge and spin) ... 113.3 kJ/mol
E_LUMO (spin up / spin down) ... 6.25 / 6.24 eV
Frontier orbital gap (spin up / spin down) ... 2.509 / 6.004 eV
Total charge ... -2
M ... 63.1 g mol⁻¹
Spin multiplicity ... 2

CARTESIAN COORDINATES (ANGSTROEM)
C -0.691 -3.385 -2.305
H -0.529 -3.987 -3.184
H 0.286 -3.337 -1.795
H -1.107 -2.383 -2.229
H -1.301 -4.048 -1.663
C 0.104 1.343 -0.267
S 0.379 1.476 1.553
H 1.017 1.574 -0.812
H -0.654 2.047 -0.564
H -0.176 0.321 -0.469

---

Record 2
ORCA calculation (wB97M-V/def2-TZVPD) on a molecular structure, C39H53N5P2Pd at a distorted geometry.

Values from the calculation:
Expectation value of S² ... 2.063
Highest occupied orbital energy (spin up / spin down) ... -6.68 / -7.16 eV
E_LUMO (spin up / spin down) ... -0.90 / -0.98 eV
Frontier orbital gap (spin up / spin down) ... 5.785 / 6.182 eV
Total charge ... 0
M ... 760.3 g mol⁻¹
Spin multiplicity ... 3

CARTESIAN COORDINATES (ANGSTROEM)
Pd 1.796 -1.287 -0.278
C 3.215 -0.675 -3.292
C 1.963 -0.890 -3.738
C 1.488 -2.155 -4.369
C 1.901 -3.457 -3.647
C 2.052 -3.378 -2.157
C 3.094 -2.940 -1.431
C 4.423 -2.430 -1.931
C 4.358 -1.624 -3.251
C 0.909 -0.474 1.698
H 3.576 0.340 -3.211
H 1.363 -0.014 -4.043
H 1.903 -2.229 -5.387
H 0.403 -2.086 -4.501
H 1.109 -4.198 -3.868
H 2.814 -3.824 -4.142
H 1.232 -3.906 -1.647
H 3.144 -3.235 -0.374
H 5.144 -3.251 -2.152
H 4.837 -1.768 -1.150
H 5.306 -1.052 -3.405
H 4.204 -2.306 -4.094
H 1.164 0.568 1.940
H 0.946 -1.065 2.677
H -0.131 -0.513 1.340
P -0.331 -2.428 -0.399
P 0.429 0.634 -1.403
N 0.512 -4.072 0.563
N -1.922 -2.725 0.292
N 2.174 1.405 -1.872
N -0.212 2.273 -1.802
C -0.917 -1.905 -2.089
C -0.698 -0.407 -2.481
C 1.532 -3.657 1.433
C 2.478 -4.667 1.592
C 1.939 -5.818 0.949
C 0.725 -5.431 0.340
C -2.113 -2.816 1.686
C -3.350 -3.417 1.912
C -4.001 -3.577 0.643
C -3.136 -3.098 -0.329
C 3.285 1.041 -1.092
C 4.433 1.668 -1.572
C 4.009 2.573 -2.586
C 2.634 2.361 -2.785
C -0.426 2.762 -3.100
C -1.323 3.817 -3.054
C -1.667 4.017 -1.672
C -0.995 3.051 -0.935
H -1.966 -2.217 -2.251
H -0.286 -2.532 -2.748
H -0.344 -0.343 -3.521
H -1.685 0.076 -2.507
H 1.496 -2.711 1.963
H 3.457 -4.566 2.062
H 2.386 -6.800 0.913
H -0.012 -6.040 -0.173
H -1.334 -2.492 2.350
H -3.682 -3.813 2.854
H -4.922 -4.111 0.470
H -3.280 -3.044 -1.394
H 3.159 0.532 -0.143
H 5.467 1.484 -1.268
H 4.629 3.306 -3.100
H 1.975 2.855 -3.479
H 0.134 2.350 -3.937
H -1.685 4.371 -3.925
H -2.324 4.783 -1.262
H -0.989 2.843 0.132
C -2.632 4.243 5.983
C -1.783 3.786 4.830
C -0.460 4.223 4.718
C 0.322 3.853 3.615
C 1.744 4.300 3.401
C -0.235 3.056 2.624
C -1.598 2.557 2.686
C -2.328 2.959 3.860
N -2.064 1.791 1.701
C -3.458 1.341 1.485
C -3.885 0.422 2.609
C -4.378 2.551 1.320
C -3.451 0.533 0.186
H -2.215 3.946 6.952
H -2.735 5.333 6.034
H -3.633 3.812 5.876
H -0.037 4.874 5.475
H 1.840 5.385 3.297
H 2.437 4.007 4.197
H 2.093 3.843 2.465
H 0.389 2.786 1.755
H -3.360 2.632 4.000
H -3.923 0.948 3.558
H -4.884 0.022 2.440
H -3.182 -0.411 2.720
H -4.012 3.191 0.501
H -5.422 2.274 1.119
H -4.374 3.133 2.246
H -3.041 1.119 -0.642
H -2.774 -0.320 0.274
H -4.426 0.147 -0.146

---

Record 3
ORCA calculation (wB97M-V/def2-TZVPD) on a molecular structure, C37H52BN7O3ReSbSeSi3 at a distorted geometry.

Values from the calculation:
Expectation value of S² ... 3.781
Highest occupied orbital energy (spin up / spin down) ... -10.43 / -10.40 eV
Relative energy (zero: lowest compared OMol25 entry of this formula, charge and spin) ... 365.4 kJ/mol
E_LUMO (spin up / spin down) ... -2.59 / -4.22 eV
Frontier orbital gap (spin up / spin down) ... 7.838 / 6.182 eV
Total charge ... +1
M ... 1124.9 g mol⁻¹
Spin multiplicity ... 4

CARTESIAN COORDINATES (ANGSTROEM)
Re -0.837 -0.035 0.954
C -0.513 4.186 0.760
C -0.265 2.934 0.175
N -1.015 1.997 0.804
N -1.889 2.687 1.701
C -1.498 3.969 1.702
B -2.827 1.873 2.673
N -1.834 0.910 3.528
C -1.683 0.978 4.900
C -0.601 0.134 5.255
C -0.149 -0.461 4.098
N -0.864 0.049 3.019
N -3.556 0.879 1.759
C -4.838 0.596 1.746
C -5.006 -0.697 1.189
C -3.724 -1.180 0.829
N -2.841 -0.198 1.062
H 0.023 5.125 0.566
H 0.440 2.591 -0.565
H -2.013 4.662 2.347
H -3.571 2.592 3.317
H -2.368 1.599 5.459
H -0.354 -0.069 6.305
H 0.709 -1.056 3.866
H -5.623 1.243 2.123
H -5.880 -1.343 0.960
H -3.348 -2.150 0.457
O 2.273 2.063 3.163
C 3.101 1.421 2.206
C 2.173 0.924 1.038
O 2.427 1.195 -0.138
O 1.190 0.173 1.457
C 3.679 0.165 2.849
C 4.796 -0.412 2.152
C 5.201 -1.684 2.477
C 4.602 -2.367 3.558
C 3.739 -1.679 4.427
C 3.139 -0.460 3.994
C 4.310 2.285 1.818
C 4.264 3.178 0.766
C 5.199 4.243 0.658
C 6.280 4.328 1.530
C 6.272 3.487 2.611
C 5.313 2.521 2.773
H 2.318 3.021 2.918
H 5.187 0.106 1.209
H 6.030 -2.084 1.944
H 4.700 -3.440 3.748
H 3.423 -2.046 5.380
H 2.382 0.062 4.540
H 3.481 3.053 0.025
H 5.112 5.046 -0.093
H 7.160 4.942 1.407
H 6.890 3.643 3.470
H 5.182 1.975 3.695
C -0.428 -3.614 -2.937
Si -1.970 -2.383 -3.096
C -3.347 -3.283 -2.185
C -2.399 -2.118 -4.898
Sb -0.924 -0.227 -1.882
Si 1.038 0.175 -3.888
C 2.738 -0.466 -3.200
C 1.237 2.016 -4.292
C 0.774 -0.666 -5.602
Si -2.636 1.499 -2.846
C -4.360 0.735 -2.271
C -2.550 1.530 -4.749
C -2.361 3.386 -2.442
H -0.857 -4.610 -3.065
H 0.042 -3.545 -1.959
H 0.311 -3.424 -3.745
H -3.998 -3.793 -2.885
H -3.992 -2.566 -1.755
H -3.099 -3.972 -1.361
H -1.932 -2.842 -5.612
H -2.106 -1.094 -5.208
H -3.504 -2.128 -5.001
H 2.964 0.004 -2.236
H 3.466 -0.112 -4.002
H 2.712 -1.566 -3.054
H 1.221 2.593 -3.350
H 0.386 2.465 -4.842
H 2.172 2.141 -4.878
H 0.504 -1.756 -5.500
H 1.584 -0.606 -6.320
H -0.111 -0.240 -6.064
H -4.191 -0.356 -2.137
H -5.156 0.808 -3.007
H -4.662 1.105 -1.315
H -3.302 0.983 -5.274
H -1.649 1.259 -5.334
H -2.771 2.529 -5.124
H -2.452 3.728 -1.391
H -3.032 3.937 -3.110
H -1.387 3.806 -2.748
Se 0.012 -2.380 1.033
C -0.965 -4.046 1.395
C -0.492 -5.184 0.816
C -1.179 -6.369 1.167
N -2.197 -6.363 1.935
C -2.663 -5.270 2.461
C -2.055 -4.049 2.250
H 0.496 -5.292 0.281
H -0.895 -7.306 0.714
H -3.558 -5.385 3.086
H -2.374 -3.169 2.857

---

Record 4
ORCA calculation (wB97M-V/def2-TZVPD) on 3 unconnected molecules or ions with the total composition C4H17N2O2 at a distorted geometry.

Values from the calculation:
Highest occupied orbital energy ... -13.66 eV
Relative energy (zero: lowest compared OMol25 entry of this formula, charge and spin) ... 355.8 kJ/mol
E_LUMO ... -3.09 eV
Frontier orbital gap ... 10.566 eV
Total charge ... +1
M ... 125.2 g mol⁻¹

CARTESIAN COORDINATES (ANGSTROEM)
C -1.407 0.573 -1.797
N -1.578 -0.400 -2.867
C -0.282 -0.119 -0.868
N -0.664 -1.607 -0.726
C 0.297 1.735 0.678
C -0.672 0.530 0.489
H -2.269 0.955 -1.299
H -1.040 1.588 -2.366
H -2.556 -0.657 -3.075
H -1.191 -0.060 -3.767
H 0.726 0.027 -1.021
H -1.041 -2.003 -1.650
H 0.092 -2.379 -0.560
H -1.291 -1.768 0.225
H 0.329 2.615 -0.104
H 1.315 1.395 0.850
H 0.077 2.321 1.571
H -0.964 -0.126 1.388
H -1.659 1.009 0.621
H 1.716 -3.921 0.877
H 2.847 -2.768 1.006
O 2.110 -3.196 0.445
H 3.047 2.145 4.423
H 1.687 2.348 3.740
O 2.373 1.765 3.786